Entry 1:
Here is C40H67NO14 in the gas phase from the Open Molecules 2025 dataset. Energies are from ωB97M-V/def2-TZVPD.

The value obtained for the gap between HOMO and LUMO is 9.04 eV. As for the net charge: 0. Its relative energy (zero: lowest compared OMol25 entry of this formula, charge and spin) is 18.32 kJ/mol.

Last column: natural (NBO) charge in e.
CARTESIAN COORDINATES (ANGSTROEM)
O 2.948 -0.093 0.624  -0.59
O -3.529 -1.201 -0.963  -0.56
O -2.972 -3.831 0.692  -0.61
O -0.079 0.602 -0.639  -0.56
O 4.027 -2.495 -0.192  -0.74
O 5.044 0.834 0.208  -0.54
O -8.926 1.767 -0.512  -0.71
O -5.086 -3.098 0.896  -0.53
O -3.523 0.556 2.208  -0.72
O 1.038 3.664 0.035  -0.74
O -1.683 4.542 -0.304  -0.61
O 8.468 -1.813 -1.626  -0.61
O -1.815 1.750 0.294  -0.57
O 7.327 -0.975 0.116  -0.53
N 2.106 2.063 2.442  -0.45
C -7.355 0.204 0.395  -0.20
C -6.569 2.107 -1.048  -0.22
C 1.601 1.326 -2.274  -0.65
C -3.750 -0.504 1.313  0.08
C -2.823 1.099 -0.489  0.10
C 1.298 0.565 -0.983  0.09
C -7.704 1.093 -0.766  0.07
C 9.652 -0.991 0.325  -0.51
C 6.078 -1.263 -0.505  0.03
C -5.180 -4.243 -1.272  -0.65
C 0.355 2.628 0.686  0.03
C 2.205 1.035 0.181  0.06
C -2.668 3.960 0.080  0.49
C -6.964 2.978 -2.240  -0.61
C 6.240 0.897 -1.836  -0.63
C -0.564 1.880 -0.307  0.38
C 11.454 -1.095 -1.448  -0.61
C -5.611 -4.234 0.189  0.11
C 1.357 2.062 3.682  -0.40
C -3.728 3.386 -0.809  -0.51
C -3.775 -3.030 1.098  0.82
C 10.757 -0.216 -0.413  -0.20
C -4.099 1.953 -0.401  -0.23
C -7.141 -4.188 0.355  -0.47
C 10.190 1.042 -1.066  -0.62
C 8.449 -1.309 -0.534  0.82
C 4.834 -1.122 1.651  -0.47
C -7.921 -1.980 -0.618  -0.23
C 5.184 -2.056 0.485  0.25
C 1.329 1.605 1.309  -0.07
C 4.233 0.195 1.148  0.38
C -5.222 1.397 -1.280  -0.42
C -2.943 -0.364 0.009  0.05
C -3.419 -1.852 1.980  -0.51
C -2.596 -1.803 -1.839  -0.25
C -7.812 -3.310 -0.657  -0.15
C -7.453 -1.126 0.448  -0.20
C 5.921 -3.301 0.981  -0.62
C 5.375 0.039 -0.924  0.08
C 2.809 3.320 2.262  -0.42
H 0.921 1.077 3.843  0.20
H -2.031 -2.584 -1.320  0.19
H 3.332 3.320 1.310  0.21
H -3.994 -1.921 2.904  0.24
H -8.850 2.221 0.336  0.46
H 1.553 2.399 -2.104  0.23
H -4.111 -4.417 -1.341  0.24
H 2.047 2.271 4.499  0.20
H 9.302 -0.422 1.188  0.23
H 2.600 1.070 -2.615  0.22
H -1.911 -0.691 0.204  0.20
H -2.354 -1.905 2.214  0.22
H 10.059 -1.942 0.677  0.24
H -8.416 -1.488 -1.444  0.21
H 6.839 -3.027 1.492  0.21
H 4.139 0.913 1.973  0.20
H -7.942 3.422 -2.069  0.23
H 3.340 -1.823 -0.076  0.49
H -4.607 4.025 -0.704  0.24
H 4.113 -1.606 2.310  0.23
H 4.453 -0.255 -1.451  0.18
H -2.902 3.890 1.158  0.12
H 5.742 -0.891 2.208  0.23
H -4.818 -0.491 1.072  0.20
H -7.891 0.513 -1.672  0.18
H -8.210 -3.829 -1.519  0.20
H 5.673 1.757 -2.180  0.22
H -5.217 -5.132 0.687  0.19
H 2.140 4.189 2.290  0.18
H -0.288 3.029 1.482  0.19
H -5.415 -3.284 -1.727  0.22
H 0.380 4.333 -0.213  0.51
H 9.647 1.643 -0.340  0.21
H 7.104 1.254 -1.281  0.22
H 5.276 -3.850 1.662  0.22
H -2.493 1.061 -1.535  0.19
H -3.394 3.420 -1.848  0.22
H -7.025 0.742 1.276  0.20
H 10.732 -1.463 -2.171  0.23
H 11.494 0.086 0.341  0.20
H 6.573 0.314 -2.690  0.22
H 3.541 3.417 3.064  0.19
H 9.515 0.773 -1.875  0.21
H -6.242 3.775 -2.401  0.20
H 0.885 1.049 -3.045  0.22
H -6.491 2.746 -0.160  0.18
H 6.258 -1.875 -1.398  0.23
H -5.325 0.331 -1.073  0.25
H -7.355 -3.844 1.369  0.23
H -3.175 -2.244 -2.647  0.19
H 12.217 -0.526 -1.973  0.20
H -2.593 0.809 2.158  0.48
H -1.897 -1.069 -2.248  0.17
H -7.521 -5.205 0.253  0.22
H -7.020 2.374 -3.143  0.20
H 6.153 -3.940 0.134  0.22
H 0.715 0.770 1.668  0.22
H 1.476 -0.505 -1.136  0.21
H -5.704 -5.035 -1.799  0.21
H -4.418 1.962 0.644  0.23
H 11.930 -1.948 -0.969  0.20
H 0.555 2.815 3.709  0.16
H -0.657 2.485 -1.231  0.16
H -4.933 1.493 -2.328  0.20
H -7.151 -1.627 1.358  0.21
H 10.993 1.648 -1.480  0.21
H 2.900 1.803 -0.174  0.21


Entry 2:
Here is C23H29N3O3S in the gas phase at a distorted geometry from the Open Molecules 2025 dataset. Energies are from ωB97M-V/def2-TZVPD.

The value obtained for the gap between HOMO and LUMO is 8.44 eV. The structure (SMILES) is O=C(NCCC1=CCCCC1)C1CCN(S(=O)(=O)c2cccc3cccnc23)CC1. As for the net charge: 0. Its relative energy (zero: lowest compared OMol25 entry of this formula, charge and spin) is 117.56 kJ/mol.

Last column: natural (NBO) charge in e.
CARTESIAN COORDINATES (ANGSTROEM)
S -0.810 2.619 -0.933  2.32
O 3.036 -1.120 1.977  -0.63
O -0.795 1.336 -1.578  -0.93
O -1.790 2.809 0.101  -0.95
N 0.444 2.991 -3.714  -0.44
N 1.102 -1.399 0.850  -0.62
N 0.685 3.054 -0.300  -0.67
C 1.829 2.469 -0.972  -0.24
C -0.107 -6.856 2.618  -0.43
C -2.217 -5.965 3.590  -0.39
C -1.993 4.892 -1.804  -0.15
C -0.464 3.933 -3.405  0.23
C -1.726 -4.526 3.469  -0.43
C 0.924 -2.795 1.176  -0.23
C -0.204 4.941 -5.596  -0.13
C -1.747 5.952 -3.943  -0.15
C 0.771 2.950 1.143  -0.23
C 2.132 -0.661 1.308  0.70
C 0.989 3.000 -4.898  0.07
C -1.094 3.922 -2.144  -0.34
C 2.030 0.999 -0.601  -0.42
C -0.568 -4.403 2.512  0.02
C -0.818 4.964 -4.326  -0.11
C 0.694 3.951 -5.891  -0.26
C -2.317 5.922 -2.700  -0.22
C 0.147 -5.456 2.145  -0.20
C -1.030 -6.888 3.832  -0.39
C 2.071 0.816 0.920  -0.31
C -0.313 -2.992 2.052  -0.42
C 0.862 1.490 1.580  -0.41
H 0.948 1.428 2.666  0.22
H -2.460 4.835 -0.833  0.25
H -3.028 6.678 -2.405  0.22
H -1.193 -2.639 1.503  0.20
H -2.719 -6.259 2.665  0.20
H 0.846 -7.335 2.856  0.21
H 1.652 3.512 1.467  0.20
H -1.369 -7.909 4.019  0.21
H 2.983 1.280 1.311  0.22
H -2.542 -3.878 3.139  0.21
H 1.711 2.216 -5.087  0.20
H 1.203 0.438 -1.035  0.23
H -0.555 -7.427 1.798  0.20
H -2.001 6.727 -4.652  0.21
H 1.825 -3.106 1.710  0.24
H -0.213 -2.355 2.937  0.21
H -0.485 -6.547 4.714  0.20
H 1.647 2.559 -2.044  0.25
H 2.961 0.636 -1.041  0.22
H 0.369 -0.955 0.319  0.40
H -0.125 3.416 1.554  0.24
H -0.453 5.708 -6.316  0.22
H 0.971 -5.353 1.454  0.20
H 1.178 3.897 -6.853  0.22
H -0.066 0.999 1.277  0.21
H -2.938 -6.045 4.406  0.21
H 2.707 3.063 -0.697  0.20
H -1.406 -4.165 4.452  0.21
H 0.830 -3.371 0.251  0.19


Entry 3:
Here is a molecular structure, C32H30N10OOsSb at a distorted geometry from the Open Molecules 2025 dataset. Energies are from ωB97M-V/def2-TZVPD.

The value obtained for the gap between HOMO and LUMO (spin up / spin down) is 4.99 / 5.00 eV. As for the net charge: +3. Its relative energy (zero: lowest compared OMol25 entry of this formula, charge and spin) is 0.00 kJ/mol.

Last column: Löwdin charge in e.
CARTESIAN COORDINATES (ANGSTROEM)
Os -0.309 -0.567 0.151  1.52
Sb 0.082 -2.824 2.951  1.64
O -1.672 1.179 0.427  -0.19
N -0.303 2.450 -1.684  0.01
N 2.589 -0.516 -0.356  0.07
N -1.863 -1.251 1.151  -0.12
N -1.667 3.561 2.696  0.28
N 3.300 5.345 -2.858  0.20
N -2.738 0.844 1.062  -0.05
N 0.631 0.071 2.046  -0.04
N 0.243 -2.574 -0.073  -0.11
N -5.359 1.245 3.372  0.29
N 1.398 -0.214 -0.959  -0.12
C -4.409 1.350 2.734  -0.11
C 0.293 -3.145 -1.290  -0.28
C -4.338 -1.109 1.480  -0.01
C 0.859 3.053 -1.929  -0.12
C 1.892 -4.743 -0.488  0.02
C -1.429 3.100 -2.006  -0.12
C -4.251 -2.053 2.430  0.00
C -0.641 -2.643 -2.344  0.01
C 0.948 4.325 -2.481  -0.18
C 2.254 4.893 -2.700  -0.16
C -3.375 -0.727 -0.744  0.03
C -1.435 4.367 -2.571  -0.01
C 1.584 1.761 3.434  0.02
C 1.286 -0.436 4.301  -0.09
C -0.225 4.996 -2.805  0.03
C 0.670 0.103 -3.357  -0.02
C 1.130 -4.230 -1.519  0.03
C 1.048 1.351 2.213  -0.28
C 4.968 -1.026 -0.839  0.03
C 3.575 -0.692 -1.240  -0.23
C 0.869 -3.159 0.980  -0.44
C -2.404 2.735 2.389  -0.07
C -3.200 1.604 2.009  -0.10
C 1.708 0.882 4.480  0.01
C 0.754 -0.811 3.089  -0.44
C 0.960 2.336 1.099  -0.05
C 1.707 -4.238 0.801  -0.08
C -3.129 -0.626 0.762  -0.39
C 1.668 -0.223 -2.299  -0.30
C -1.824 -2.126 2.181  -0.41
C -2.969 -2.544 2.825  -0.03
C 3.007 -0.516 -2.497  0.07
H 1.895 2.792 3.535  0.15
H 0.426 1.943 0.247  -0.01
H -4.255 -0.143 -1.016  0.12
H -5.296 -0.749 1.122  0.15
H 1.164 -4.664 -2.510  0.14
H -2.520 -0.353 -1.313  0.06
H -1.490 -3.328 -2.414  0.12
H -0.168 -2.623 -3.322  0.10
H 2.202 -4.694 1.649  0.11
H 1.766 2.504 -1.693  0.12
H 2.675 -0.497 0.648  0.15
H -1.032 -1.647 -2.106  0.04
H 1.037 0.929 -3.967  0.11
H 0.532 -0.740 -4.034  0.09
H -0.186 5.987 -3.238  0.14
H -3.566 -1.767 -1.003  0.12
H 2.126 1.201 5.427  0.14
H 2.570 -5.570 -0.665  0.14
H 5.665 -0.741 -1.623  0.11
H 5.072 -2.103 -0.683  0.10
H 1.966 2.636 0.793  0.11
H -2.369 4.845 -2.830  0.12
H -2.361 2.580 -1.811  0.10
H -2.896 -3.272 3.623  0.11
H -0.288 0.388 -2.931  0.05
H 3.512 -0.586 -3.447  0.15
H 1.373 -1.158 5.102  0.11
H -5.145 -2.437 2.906  0.14
H 0.452 3.238 1.439  0.09
H 5.252 -0.524 0.087  0.10


Entry 4:
Here is 2 unconnected molecules or ions with the total composition C5H6FNO at a distorted geometry from the Open Molecules 2025 dataset. Energies are from ωB97M-V/def2-TZVPD.

The value obtained for the gap between HOMO and LUMO is 10.13 eV. The structure (SMILES) is CC#[N+][O-].CC#CF. As for the net charge: 0. Its relative energy (zero: lowest compared OMol25 entry of this formula, charge and spin) is 700.70 kJ/mol.

Last column: natural (NBO) charge in e.
CARTESIAN COORDINATES (ANGSTROEM)
F -1.730 1.042 0.988  -0.27
O 2.398 -0.015 1.899  -0.42
N 1.637 0.781 1.420  0.21
C 0.577 2.641 0.139  -0.69
C -1.903 -1.444 0.613  -0.15
C 0.837 1.448 0.921  0.18
C -1.662 -2.868 0.452  -0.69
C -1.798 -0.250 0.844  0.39
H 0.070 2.321 -0.824  0.24
H -1.828 -3.192 -0.588  0.24
H 1.480 3.055 -0.148  0.23
H -0.065 3.582 0.539  0.25
H -2.602 -3.277 0.852  0.24
H -0.766 -3.276 0.981  0.25


Entry 5:
Here is C9H12ClN5O3 in the gas phase at a distorted geometry from the Open Molecules 2025 dataset. Energies are from ωB97M-V/def2-TZVPD.

The value obtained for the gap between HOMO and LUMO is 9.37 eV. The structure (SMILES) is COc1nc(C)nc(Cl)c1NC1=N[C@@H](O)[C@H](O)N1. As for the net charge: 0. Its relative energy (zero: lowest compared OMol25 entry of this formula, charge and spin) is 99.49 kJ/mol.

Last column: natural (NBO) charge in e.
CARTESIAN COORDINATES (ANGSTROEM)
Cl -2.370 2.876 -1.032  -0.04
O 3.864 0.792 -2.490  -0.72
O -0.111 -1.711 -0.147  -0.49
O 3.312 1.662 0.980  -0.71
N -0.053 0.433 -1.441  -0.61
N 1.720 1.702 -0.298  -0.66
N -2.044 -1.182 0.987  -0.51
N 2.128 -0.051 -1.537  -0.57
N -3.099 0.884 0.638  -0.50
C -1.105 -0.838 0.210  0.53
C 1.255 0.688 -1.033  0.58
C -1.091 0.378 -0.483  -0.03
C -3.987 -0.578 2.329  -0.66
C 3.155 1.742 -0.338  0.21
C -2.969 -0.267 1.277  0.47
C -2.171 1.255 -0.163  0.31
C 3.504 0.483 -1.195  0.20
C -0.311 -3.017 0.351  -0.26
H -3.863 -1.541 2.778  0.23
H -1.229 -3.427 -0.018  0.18
H 0.416 -3.739 -0.047  0.21
H -0.359 -3.028 1.449  0.20
H 3.051 0.506 -2.921  0.49
H -0.091 -0.452 -2.014  0.43
H 2.446 2.012 1.361  0.50
H 3.533 2.602 -0.846  0.17
H -4.903 -0.406 1.796  0.24
H 4.152 -0.318 -0.725  0.18
H 1.238 2.523 -0.678  0.39
H -4.018 0.017 3.249  0.24